Record 1
ORCA calculation (the ωB97M-V functional and the def2-TZVPD basis) on 3 unconnected molecules or ions with the total composition C35H73BrN3O5PS3 at a distorted geometry.

```
121
C35H73BrN3O5PS3 | the Open Molecules 2025 dataset | the ωB97M-V functional and the def2-TZVPD basis
C -3.13 3.80 -0.88
C -2.21 4.57 -1.83
C -2.79 4.78 -3.25
C -3.59 3.59 -3.78
C -2.74 2.33 -3.97
C -3.63 1.08 -4.10
C -2.74 -0.18 -4.23
C -2.23 -0.53 -2.83
N -0.92 -1.22 -2.79
C 0.14 -0.46 -3.47
C 1.54 -1.04 -3.30
C 2.52 -0.14 -4.11
C 2.48 -0.42 -5.62
C 3.79 0.03 -6.30
C 3.79 1.47 -6.80
C 3.55 2.53 -5.72
C 4.21 3.88 -6.05
C -0.62 -1.33 -1.40
S -0.10 -0.10 -0.47
S -0.82 -2.93 -0.66
C 0.58 -3.13 0.46
C 0.10 -3.28 1.93
C 0.51 -4.65 2.56
P 1.85 -4.43 3.81
C 0.71 -3.46 5.04
C 1.35 -2.20 5.64
S 2.89 -2.74 6.43
C 3.40 -1.39 7.41
N 2.74 -0.65 8.20
N 3.66 0.24 8.73
C 4.78 -0.03 8.24
O 4.70 -1.07 7.36
C 3.18 -5.39 2.79
C 4.58 -4.85 3.12
C 5.14 -4.06 1.92
Br 5.83 -6.31 3.52
H -2.74 3.82 0.13
H -3.22 2.77 -1.23
H -4.13 4.25 -0.88
H -1.28 4.01 -1.95
H -2.00 5.53 -1.38
H -1.97 5.05 -3.92
H -3.45 5.64 -3.19
H -3.99 3.87 -4.75
H -4.42 3.35 -3.11
H -2.11 2.46 -4.85
H -2.06 2.23 -3.12
H -4.22 1.02 -3.19
H -4.24 1.23 -4.98
H -3.37 -0.95 -4.65
H -1.96 0.09 -4.94
H -2.26 0.37 -2.21
H -2.96 -1.21 -2.40
H -0.06 -0.57 -4.54
H 0.13 0.61 -3.26
H 1.60 -2.05 -3.69
H 1.88 -0.98 -2.27
H 3.51 -0.29 -3.69
H 2.19 0.88 -3.92
H 2.34 -1.49 -5.78
H 1.68 0.18 -6.06
H 3.97 -0.61 -7.18
H 4.65 -0.14 -5.65
H 4.77 1.69 -7.22
H 3.08 1.58 -7.62
H 2.48 2.69 -5.58
H 3.92 2.16 -4.76
H 5.24 3.93 -5.70
H 4.19 4.01 -7.13
H 3.65 4.68 -5.57
H 1.18 -3.98 0.14
H 1.24 -2.26 0.42
H -0.98 -3.19 1.96
H 0.48 -2.47 2.54
H 0.81 -5.29 1.75
H -0.37 -5.07 3.04
H 1.99 -5.44 4.80
H 2.68 -3.27 3.67
H 0.50 -4.14 5.87
H -0.26 -3.21 4.61
H 1.54 -1.48 4.84
H 0.65 -1.79 6.36
H 5.70 0.48 8.45
H 3.14 -6.43 3.11
H 3.03 -5.33 1.71
H 4.58 -4.19 3.99
H 5.73 -4.75 1.31
H 4.34 -3.67 1.30
H 5.76 -3.23 2.25
C -7.16 -3.46 1.16
O -6.28 -2.58 0.47
C -5.52 -1.76 1.34
C -4.12 -2.29 1.54
O -4.11 -3.54 2.21
C -3.96 -4.65 1.34
H -7.49 -4.22 0.45
H -6.67 -3.95 2.00
H -8.04 -2.91 1.52
H -6.03 -1.64 2.31
H -5.46 -0.77 0.88
H -3.56 -1.59 2.17
H -3.60 -2.37 0.58
H -2.91 -4.73 1.02
H -4.60 -4.56 0.46
H -4.23 -5.55 1.88
C 1.45 6.55 4.00
O 0.73 5.43 4.50
C -0.67 5.59 4.44
C -1.27 4.87 3.25
O -0.83 5.42 2.02
C 0.22 4.68 1.41
H 2.48 6.24 3.84
H 1.04 6.90 3.05
H 1.44 7.37 4.73
H -0.94 6.65 4.41
H -1.09 5.16 5.35
H -2.36 4.97 3.28
H -1.03 3.80 3.29
H -0.18 3.78 0.95
H 0.99 4.41 2.13
H 0.67 5.31 0.64
```

* gap between HOMO and LUMO: 7.7 eV
* SMILES: CCCCCCCCN(CCCCCCCC)C(=S)SCCC[PH2](CCSc1nnco1)C[C@H](C)Br.COCCOC.COCCOC
* spin multiplicity: 1
* HOMO energy: -8.318 eV
* lowest unoccupied orbital energy: -0.6 eV
* DFT total energy: -164017.3013 eV
* total charge: 0

=====

Record 2
ORCA calculation (the ωB97M-V functional and the def2-TZVPD basis) on a molecular structure, C4H7Br3O3 at a distorted geometry.

```
17
C4H7Br3O3 | the Open Molecules 2025 dataset | the ωB97M-V functional and the def2-TZVPD basis
C 2.08 -1.72 0.23
C 1.15 -1.10 -0.79
C -2.36 -0.01 0.64
C -2.31 1.44 0.26
O -1.27 1.97 1.08
O -2.14 1.74 -1.08
O -3.51 2.02 0.73
Br 1.60 0.78 -1.32
Br -3.58 -0.89 -0.51
Br -0.74 -0.79 0.71
H 3.05 -1.68 -0.17
H 1.94 -2.72 0.21
H 1.96 -1.26 1.32
H 0.77 -1.58 -1.61
H -1.39 2.91 1.19
H -2.29 0.89 -1.49
H -3.44 2.71 1.44
```

* gap between HOMO and LUMO (spin up / spin down): 7.0 / 8.3 eV
* spin multiplicity: 1
* HOMO energy (spin up / spin down): -8.017 / -8.617 eV
* lowest unoccupied orbital energy (spin up / spin down): -1.0 / -0.3 eV
* DFT total energy: -220526.5557 eV
* total charge: 0
* relative energy (zero: lowest compared OMol25 entry of this formula, charge and spin): 329.01 kJ/mol

=====

Record 3
ORCA calculation (the ωB97M-V functional and the def2-TZVPD basis) on a gas-phase ion, C12H25N2O3 (charge +1).

```
42
C12H25N2O3 | the Open Molecules 2025 dataset | the ωB97M-V functional and the def2-TZVPD basis
C 5.67 -1.28 -1.36
C 5.12 -0.21 -0.43
O 3.69 -0.15 -0.49
C 3.02 -1.00 0.27
O 3.52 -1.79 1.05
C 1.54 -0.89 0.12
C 0.94 0.09 -0.85
C 0.20 1.26 -0.16
C -0.75 0.90 0.98
N -2.17 0.51 0.69
C -2.71 0.03 1.97
C -2.24 -0.64 -0.28
C -2.34 -0.28 -1.76
C -2.93 1.71 0.23
C -4.44 1.53 0.16
N 0.71 -1.61 0.78
O 1.08 -2.53 1.68
H 5.35 -2.27 -1.03
H 5.33 -1.12 -2.37
H 6.76 -1.25 -1.34
H 5.43 -0.40 0.60
H 5.45 0.79 -0.74
H 1.73 0.51 -1.46
H 0.27 -0.46 -1.50
H 0.97 1.90 0.29
H -0.29 1.86 -0.92
H -0.30 0.06 1.52
H -0.80 1.75 1.66
H -2.64 0.81 2.73
H -3.76 -0.26 1.86
H -2.15 -0.84 2.31
H -1.36 -1.26 -0.09
H -3.13 -1.22 -0.03
H -1.56 0.39 -2.10
H -2.23 -1.21 -2.32
H -3.30 0.14 -2.02
H -2.55 2.00 -0.74
H -2.71 2.52 0.93
H -4.73 0.63 -0.38
H -4.86 2.38 -0.37
H -4.90 1.51 1.14
H 2.07 -2.60 1.75
```

* gap between HOMO and LUMO: 10.4 eV
* SMILES: CCOC(=O)/C(CCC[N+](C)(CC)CC)=N\O
* spin multiplicity: 1
* HOMO energy: -13.053 eV
* lowest unoccupied orbital energy: -2.6 eV
* DFT total energy: -21964.8063 eV
* total charge: +1
* relative energy (zero: lowest compared OMol25 entry of this formula, charge and spin): 18.08 kJ/mol

=====

Record 4
ORCA calculation (the ωB97M-V functional and the def2-TZVPD basis) on 2 unconnected molecules or ions with the total composition C4H13NO at a distorted geometry.

```
19
C4H13NO | the Open Molecules 2025 dataset | the ωB97M-V functional and the def2-TZVPD basis
C -2.12 0.38 0.24
C -0.77 0.55 -0.42
N 0.36 -0.39 -0.27
C 0.24 -1.19 0.97
C 0.41 -1.33 -1.41
H -2.85 1.03 -0.28
H -2.37 -0.67 0.19
H -2.25 0.84 1.23
H -0.31 1.51 -0.15
H -0.90 0.81 -1.50
H -0.78 -1.61 1.06
H 0.55 -0.51 1.78
H 0.84 -2.09 1.02
H 1.35 -1.89 -1.34
H -0.52 -1.89 -1.51
H 0.53 -0.77 -2.35
O 1.75 1.83 0.84
H 1.86 0.89 0.62
H 1.87 2.45 0.12
```

* gap between HOMO and LUMO: 9.7 eV
* SMILES: CCN(C)C.O
* spin multiplicity: 1
* HOMO energy: -8.740 eV
* lowest unoccupied orbital energy: 1.0 eV
* DFT total energy: -7895.1660 eV
* total charge: 0
* relative energy (zero: lowest compared OMol25 entry of this formula, charge and spin): 144.23 kJ/mol

=====

Record 5
ORCA calculation (the ωB97M-V functional and the def2-TZVPD basis) on C2H2N2O3 in the gas phase at a distorted geometry.

```
9
C2H2N2O3 | the Open Molecules 2025 dataset | the ωB97M-V functional and the def2-TZVPD basis
O -0.08 2.35 -0.28
C -0.01 0.98 -0.31
N -0.40 0.28 -1.33
O -0.47 -1.01 -0.79
C 0.21 -0.94 0.50
O 0.42 -1.98 1.25
N 0.45 0.30 0.77
H -0.88 2.53 -1.03
H 0.44 -1.65 2.27
```

* gap between HOMO and LUMO: 10.0 eV
* SMILES: Oc1noc(O)n1
* spin multiplicity: 1
* HOMO energy: -9.848 eV
* lowest unoccupied orbital energy: 0.1 eV
* DFT total energy: -11226.6788 eV
* total charge: 0
* relative energy (zero: lowest compared OMol25 entry of this formula, charge and spin): 205.15 kJ/mol

=====

Record 6
ORCA calculation (the ωB97M-V functional and the def2-TZVPD basis) on 5 unconnected molecules or ions with the total composition C16H32N2O13.

```
63
C16H32N2O13 | the Open Molecules 2025 dataset | the ωB97M-V functional and the def2-TZVPD basis
N 8.64 -1.45 -2.82
C 7.46 -1.83 -2.03
C 6.35 -0.76 -2.30
N 5.17 -1.47 -2.81
C 5.64 -2.69 -3.34
O 5.23 -3.22 -4.34
C 6.80 -3.15 -2.47
H 9.44 -2.01 -2.56
H 8.46 -1.64 -3.80
H 7.73 -1.87 -0.97
H 6.74 -0.18 -3.14
H 6.11 -0.13 -1.45
H 4.36 -1.53 -2.21
H 6.37 -3.72 -1.64
H 7.48 -3.75 -3.09
C -0.97 -4.66 -0.81
O -0.59 -4.32 -2.15
C 0.66 -3.92 -2.29
O 1.48 -3.83 -1.40
O 0.88 -3.63 -3.57
C 2.21 -3.17 -3.85
H -2.01 -4.96 -0.85
H -0.35 -5.47 -0.43
H -0.87 -3.79 -0.15
H 2.93 -3.95 -3.61
H 2.42 -2.26 -3.29
H 2.25 -2.96 -4.91
C 2.22 -2.38 1.13
O 2.34 -2.40 2.56
C 1.24 -2.02 3.21
O 0.20 -1.70 2.69
O 1.48 -2.05 4.52
C 0.37 -1.66 5.33
H 3.17 -2.73 0.74
H 1.43 -3.04 0.80
H 2.02 -1.36 0.79
H -0.47 -2.33 5.17
H 0.08 -0.64 5.11
H 0.71 -1.74 6.36
C -4.17 3.54 0.36
O -2.90 2.89 0.50
C -2.97 1.56 0.54
O -3.98 0.91 0.46
O -1.74 1.08 0.67
C -1.66 -0.35 0.73
H -3.97 4.61 0.35
H -4.64 3.24 -0.57
H -4.81 3.30 1.20
H -2.05 -0.78 -0.19
H -2.21 -0.73 1.58
H -0.61 -0.60 0.83
C -8.19 4.67 1.29
O -7.12 5.62 1.27
C -7.42 6.81 1.78
O -8.49 7.13 2.23
O -6.34 7.59 1.71
C -6.53 8.91 2.22
H -7.79 3.76 0.85
H -8.51 4.48 2.31
H -9.03 5.04 0.70
H -6.79 8.88 3.28
H -7.31 9.43 1.67
H -5.58 9.42 2.09
```

* gap between HOMO and LUMO: 10.0 eV
* SMILES: N[C@H]1CNC(=O)C1.COC(=O)OC.COC(=O)OC.COC(=O)OC.COC(=O)OC
* spin multiplicity: 1
* HOMO energy: -9.647 eV
* lowest unoccupied orbital energy: 0.4 eV
* DFT total energy: -46708.6512 eV
* total charge: 0
* relative energy (zero: lowest compared OMol25 entry of this formula, charge and spin): 0.00 kJ/mol

=====

Record 7
ORCA calculation (the ωB97M-V functional and the def2-TZVPD basis) on 2 unconnected molecules or ions with the total composition C4H12N2O2 at a distorted geometry.

```
20
C4H12N2O2 | the Open Molecules 2025 dataset | the ωB97M-V functional and the def2-TZVPD basis
N -0.85 -1.15 -0.60
C -0.80 0.27 -0.42
C -0.85 0.63 1.11
C -1.15 -0.65 1.91
O -0.31 -1.39 2.33
C 0.46 0.89 -1.09
N 0.45 0.73 -2.53
H -1.28 -1.44 -1.48
H 0.04 -1.63 -0.53
H -1.70 0.67 -0.85
H -1.70 1.29 1.30
H -0.02 1.22 1.48
H -2.20 -0.98 1.85
H 0.52 1.94 -0.80
H 1.37 0.50 -0.63
H 0.29 1.62 -2.96
H 1.31 0.30 -2.85
H 1.88 -0.96 2.32
H 2.00 -0.87 0.83
O 2.55 -0.98 1.61
```

* gap between HOMO and LUMO (spin up / spin down): 11.2 / 5.2 eV
* spin multiplicity: 2
* HOMO energy (spin up / spin down): -14.574 / -14.247 eV
* lowest unoccupied orbital energy (spin up / spin down): -3.4 / -9.0 eV
* DFT total energy: -11407.8992 eV
* total charge: +1
* relative energy (zero: lowest compared OMol25 entry of this formula, charge and spin): 261.67 kJ/mol

=====

Record 8
ORCA calculation (the ωB97M-V functional and the def2-TZVPD basis) on a molecular structure, C15H22ClCrF4N3O.

```
47
C15H22ClCrF4N3O | the Open Molecules 2025 dataset | the ωB97M-V functional and the def2-TZVPD basis
Cr 0.58 -0.35 -0.60
C 3.43 -0.05 1.79
C 3.51 0.28 0.31
N 2.29 0.87 -0.31
C 2.67 1.47 -1.62
C 3.38 0.51 -2.56
C 1.74 1.94 0.56
C 0.34 2.37 0.12
N -0.37 1.13 -0.17
C -1.76 1.09 -0.25
C -2.34 -0.17 -0.38
F -1.47 -1.24 -0.41
C -3.69 -0.39 -0.46
F -4.15 -1.64 -0.57
C -4.56 0.68 -0.43
C -4.02 1.94 -0.32
F -4.83 3.00 -0.31
C -2.65 2.16 -0.24
F -2.21 3.43 -0.16
H 4.30 -0.67 2.04
H 2.53 -0.62 2.03
H 3.47 0.83 2.42
H 3.74 -0.62 -0.26
H 4.34 0.98 0.15
H 3.32 2.33 -1.41
H 1.77 1.85 -2.08
H 4.41 0.33 -2.26
H 3.41 0.95 -3.56
H 2.88 -0.45 -2.63
H 2.43 2.79 0.61
H 1.64 1.53 1.57
H 0.37 3.03 -0.76
H -0.13 2.93 0.92
H -5.63 0.53 -0.51
Cl 0.66 -2.14 -2.87
C 0.20 -0.43 -2.57
H -0.87 -0.34 -2.78
H 0.77 0.17 -3.26
C 0.07 -3.13 2.29
C 0.65 -2.95 0.93
N 0.73 -3.98 0.11
O 1.08 -1.82 0.56
H -0.15 -4.16 2.52
H -0.84 -2.53 2.35
H 0.77 -2.73 3.02
H 0.41 -4.89 0.38
H 1.06 -3.83 -0.83
```

* gap between HOMO and LUMO (spin up / spin down): 8.4 / 8.8 eV
* spin multiplicity: 2
* HOMO energy (spin up / spin down): -11.535 / -11.540 eV
* lowest unoccupied orbital energy (spin up / spin down): -3.2 / -2.7 eV
* DFT total energy: -74237.3339 eV
* total charge: +1
* relative energy (zero: lowest compared OMol25 entry of this formula, charge and spin): 22.64 kJ/mol

=====

Record 9
ORCA calculation (the ωB97M-V functional and the def2-TZVPD basis) on a molecular structure, C38H52LaN6O6SSi at a distorted geometry.

```
105
C38H52LaN6O6SSi | the Open Molecules 2025 dataset | the ωB97M-V functional and the def2-TZVPD basis
La 0.41 -0.78 -1.11
C 2.06 -4.09 1.73
C 2.78 -4.42 0.59
C 3.92 -3.70 0.25
C 4.33 -2.64 1.05
C 3.62 -2.32 2.19
C 2.49 -3.04 2.54
H 1.15 -4.61 1.96
H 2.43 -5.21 -0.05
H 4.47 -3.95 -0.65
H 5.20 -2.06 0.77
H 3.94 -1.49 2.81
H 1.91 -2.77 3.41
C -7.58 0.74 3.01
C -6.13 0.42 2.76
C -5.42 1.11 1.77
C -4.10 0.81 1.51
C -3.47 -0.19 2.25
C -4.15 -0.89 3.23
C -5.49 -0.57 3.48
S -1.78 -0.58 1.92
O -1.42 -1.67 2.78
O -1.11 0.73 2.26
N -1.58 -0.77 0.40
C -2.13 -2.06 -0.10
C -1.07 -3.17 -0.38
O -1.48 -4.21 -0.87
O 0.14 -2.86 -0.11
H -7.75 1.82 3.03
H -7.92 0.32 3.95
H -8.21 0.33 2.21
H -5.91 1.90 1.21
H -3.56 1.34 0.74
H -3.64 -1.65 3.79
H -6.02 -1.11 4.25
H -2.70 -1.87 -1.02
H -2.84 -2.51 0.60
O 3.26 2.30 -0.63
C 2.38 2.26 -1.55
N 1.58 1.14 -1.73
C 0.63 1.41 -2.77
O -0.29 0.39 -3.02
C 0.79 2.70 -3.21
C 0.14 3.54 -4.17
C 0.55 4.83 -4.34
C 1.65 5.38 -3.58
C 2.30 4.60 -2.67
C 1.91 3.26 -2.45
H -0.69 3.15 -4.76
H 0.05 5.46 -5.06
H 1.95 6.40 -3.75
H 3.13 5.00 -2.10
C -0.50 -2.55 -3.96
N 0.79 -2.45 -3.22
C 1.30 -3.82 -2.99
N 1.48 -4.55 -4.24
C 0.19 -4.60 -4.93
N -0.34 -3.27 -5.22
C 0.63 -2.54 -6.04
N 1.94 -2.44 -5.37
C 1.75 -1.73 -4.11
C 2.41 -3.79 -5.09
H -0.84 -1.53 -4.14
H -1.21 -3.09 -3.33
H 0.59 -4.35 -2.35
H 2.26 -3.75 -2.47
H -0.53 -5.13 -4.30
H 0.31 -5.14 -5.87
H 0.26 -1.53 -6.23
H 0.76 -3.07 -6.99
H 1.35 -0.73 -4.28
H 2.71 -1.66 -3.60
H 3.38 -3.73 -4.58
H 2.54 -4.33 -6.03
C 1.77 0.71 1.53
Si 0.42 1.66 2.37
C -0.02 3.27 1.52
C 1.27 4.06 1.26
C -0.68 2.95 0.17
C -0.99 4.12 2.36
C 0.64 1.63 4.26
C -0.64 2.00 5.03
C 1.03 0.20 4.68
C 1.77 2.59 4.64
H 2.57 0.46 2.23
H 2.25 1.30 0.71
H 1.44 -0.26 1.15
H 1.98 3.50 0.64
H 1.76 4.37 2.19
H 1.01 4.97 0.71
H 0.02 2.50 -0.54
H -1.01 3.89 -0.29
H -1.56 2.32 0.26
H -0.52 4.50 3.27
H -1.90 3.58 2.64
H -1.29 4.99 1.76
H -1.47 1.35 4.77
H -0.95 3.03 4.85
H -0.46 1.89 6.10
H 0.30 -0.55 4.37
H 1.10 0.16 5.77
H 2.00 -0.09 4.28
H 1.50 3.63 4.48
H 2.68 2.39 4.08
H 2.01 2.47 5.71
```

* gap between HOMO and LUMO: 3.3 eV
* spin multiplicity: 1
* HOMO energy: -1.374 eV
* lowest unoccupied orbital energy: 1.9 eV
* DFT total energy: -81052.4005 eV
* total charge: -1
* relative energy (zero: lowest compared OMol25 entry of this formula, charge and spin): 22.57 kJ/mol

=====

Record 10
ORCA calculation (the ωB97M-V functional and the def2-TZVPD basis) on C2H4ClN2P in the gas phase at a distorted geometry.

```
10
C2H4ClN2P | the Open Molecules 2025 dataset | the ωB97M-V functional and the def2-TZVPD basis
Cl 1.28 1.99 1.27
P -0.34 0.69 1.72
N 0.22 -0.82 1.27
C 0.12 -1.02 -0.11
C -0.37 0.29 -0.77
N -0.91 1.12 0.22
H -0.60 -1.83 -0.32
H 1.09 -1.38 -0.48
H 0.54 0.79 -1.14
H -1.03 0.18 -1.64
```

* gap between HOMO and LUMO (spin up / spin down): 5.1 / 6.4 eV
* SMILES: ClP1=NCCN=1
* spin multiplicity: 1
* HOMO energy (spin up / spin down): -8.753 / -8.791 eV
* lowest unoccupied orbital energy (spin up / spin down): -3.7 / -2.4 eV
* DFT total energy: -26926.4155 eV
* total charge: 0
* relative energy (zero: lowest compared OMol25 entry of this formula, charge and spin): 393.85 kJ/mol